(1)
A cluster of 8 separate species, BH18O7 in total, computed with ωB97M-V/def2-TZVPD.

Atoms and positions in Å:
O -2.51 1.76 0.82
H -0.35 -1.48 2.56
H 0.11 -1.08 3.85
H 1.85 2.26 0.97
H -2.02 -0.10 -1.31
H 2.86 -1.72 -0.20
H 1.25 -0.51 1.25
H -1.40 1.45 -2.73
O -0.51 1.75 -2.69
O -0.41 -1.78 3.43
H -3.23 0.96 -1.15
H 4.20 -1.46 0.24
H 0.25 0.84 0.19
O -0.54 -2.99 -2.46
H -1.34 -2.80 -3.02
H 2.45 2.28 2.49
H -0.59 -0.76 0.48
H -2.38 2.68 1.21
O 2.30 2.73 1.64
B 0.50 -0.34 0.25
H 0.82 -0.77 -0.84
H -1.50 1.60 0.67
H -0.61 -2.42 -1.71
O 3.82 -1.80 -0.36
H -0.22 1.33 -1.77
O -2.79 0.36 -1.78

Output
* total energy: -562.28517 hartree
* relative energy (zero: lowest compared OMol25 entry of this formula, charge and spin): 187.1 kJ/mol
* net charge: -1
* orbital gap: 9.6781 eV

Atom charges from the Löwdin analysis, given in e for atoms 1 to 8: -0.130 -0.060 0.033 -0.020 0.052 0.028 -0.021 -0.049

(2)
A structure of composition C34H30BBr4N3O4OsSb, computed with ωB97M-V/def2-TZVPD.

Atoms and positions in Å:
H -1.69 -4.73 1.05
C 1.59 0.13 2.05
O 0.31 0.13 1.54
B 0.45 0.05 0.15
H 3.24 0.40 7.09
N -1.84 1.31 -2.63
C -1.87 2.04 -4.88
H 1.25 0.27 4.15
C -4.10 -2.60 0.07
H 5.21 1.54 6.21
H 4.26 2.40 4.99
C 0.32 -2.32 -5.77
C -3.10 3.20 1.98
C 0.28 2.06 -3.57
C -3.88 1.32 -3.82
C 4.81 1.49 5.20
H 2.14 -0.52 6.07
Br -3.88 -2.39 -5.56
C -3.16 1.07 -2.67
C -0.32 -1.54 -3.58
O -0.01 -1.02 -2.43
Br 2.45 -1.54 -4.02
C 4.26 0.10 2.56
N -1.94 -1.63 -0.15
H -4.17 -4.61 0.87
H 0.47 2.41 -0.70
H -4.92 2.19 1.43
H -4.94 1.11 -3.85
C 3.85 0.03 1.23
H 0.61 -2.52 -0.52
Br 1.64 -2.72 -7.04
C 1.99 0.20 3.37
H 0.38 -3.94 0.51
C -2.06 -2.21 -5.19
H 0.43 3.00 -3.02
C 0.22 2.81 0.28
C 2.49 0.05 1.00
C -1.37 -2.77 0.30
C 3.36 0.19 3.63
C 0.12 -2.89 0.38
Br -1.53 -3.13 -7.80
H 0.80 1.27 -3.04
C -3.23 1.80 -4.95
H 5.57 -1.11 4.66
H 5.12 -0.98 6.36
C -3.86 2.27 1.28
H 4.11 -1.90 5.24
C -3.22 1.46 0.37
H -1.15 4.09 2.10
H 2.19 1.25 5.96
N -1.90 1.49 0.13
O -2.57 -1.50 -2.97
H -3.55 3.84 2.73
H 5.66 1.45 4.51
Os -1.08 -0.05 -1.18
H 0.33 3.89 0.25
H 0.51 -2.35 1.24
C 0.68 -1.85 -4.54
C 4.73 -1.01 5.34
C -3.54 -3.77 0.58
C -1.18 1.78 -3.70
H 0.74 2.18 -4.55
C -1.19 2.49 0.69
C -1.73 -1.74 -3.87
C -1.77 3.33 1.64
H 0.95 2.44 1.00
C -2.17 -3.84 0.68
O 1.80 -0.01 -0.19
H -5.18 -2.51 -0.05
C -3.28 -1.56 -0.29
H -1.33 2.42 -5.73
C -1.07 -2.50 -6.09
Sb -4.31 0.21 -0.99
C 2.80 0.35 6.10
C 3.91 0.25 5.05
H -3.77 1.97 -5.87
H 5.32 0.09 2.76
H 4.56 -0.04 0.42

Output
* total energy: -12430.53005 hartree
* relative energy (zero: lowest compared OMol25 entry of this formula, charge and spin): 177.3 kJ/mol
* net charge: +1
* orbital gap (alpha / beta): 5.3033 / 5.3486 eV

Atom charges from the Löwdin analysis, given in e for atoms 1 to 8: 0.124 -0.207 0.109 -0.720 0.088 -0.058 0.008 0.118

(3)
A structure of composition C9H16N4O5, computed with ωB97M-V/def2-TZVPD.

Atoms and positions in Å:
C -0.43 2.01 -0.15
C 3.75 -0.73 -0.54
H -2.32 -2.47 1.43
C -3.52 -0.31 -0.96
N -4.01 -1.49 -1.34
C 0.80 1.48 0.56
H 1.39 2.40 0.88
H 5.70 0.35 -0.66
N 0.42 0.70 1.66
H 4.00 1.35 -0.20
O 3.09 -1.42 -1.30
H 3.23 0.40 1.19
H 0.46 1.32 2.60
C -0.74 -0.20 1.82
O -3.57 0.65 -1.60
C 1.58 0.55 -0.42
O -1.11 2.90 0.34
H -4.14 -1.49 -2.34
N -1.55 -2.23 0.47
H -3.66 -2.38 -1.02
H -3.10 1.06 0.54
H -1.38 2.30 -1.77
H -3.61 -0.68 1.40
C 3.17 0.47 0.05
H -0.39 -2.48 0.61
C -3.10 -0.18 0.51
H -0.92 -0.27 -0.17
O -1.05 -0.75 2.83
C -1.58 -0.65 0.55
N 5.09 -0.80 -0.42
H 1.01 -0.44 -0.37
O -0.62 1.58 -1.47
H 1.69 0.91 -1.45
H 5.42 -1.49 -1.26

Output
* total energy: -947.61356 hartree
* relative energy (zero: lowest compared OMol25 entry of this formula, charge and spin): 710.2 kJ/mol
* orbital gap: 9.2899 eV

Atom charges from the Löwdin analysis, given in e for atoms 1 to 8: -0.471 -0.683 0.179 -0.653 0.176 -0.309 0.183 0.244